{"formula": "C3H7NO2", "method": "ωB97M-V/def2-TZVPD", "symbols": ["C", "C", "C", "N", "O", "O", "H", "H", "H", "H", "H", "H", "H"], "coordinates": [[-1.192, 0.529, 1.088], [-1.468, -0.302, -0.258], [-0.623, -1.179, -0.773], [2.204, 0.697, 0.213], [2.598, 0.305, -1.087], [3.131, 0.777, 0.947], [-1.231, 1.586, 0.753], [-1.954, 0.471, 1.787], [-0.291, 0.162, 1.682], [1.835, 0.241, -1.747], [-2.404, -0.006, -0.724], [0.369, -1.356, -0.298], [-0.974, -1.926, -1.583]], "atomic_forces_ev_per_a": [[1.8, -0.7, -2.6], [0.4, 1.4, 2.4], [-0.1, -1.8, -0.7], [-1.6, -0.3, -2.0], [-0.8, -0.4, -2.0], [1.5, 0.4, 2.1], [0.8, -0.4, 0.6], [-2.0, -0.5, 1.0], [-0.7, 0.9, -1.3], [0.8, 0.4, 2.0], [-0.1, -0.5, 0.0], [-0.9, 0.0, -0.3], [0.9, 1.7, 1.1]], "lowdin_charge": [-0.099, -0.215, -0.070, -0.143, -0.037, 0.053, 0.070, 0.018, 0.083, 0.128, 0.081, 0.050, 0.081], "s_squared": 2.01, "spin_multiplicity": 3, "e_tot_ev": -8803.012, "homo_ev": [-8.107, -9.934], "orbital_gap_ev": [9.0, 7.7], "relative_energy_kcal_mol": 29.2}